[1]
Formula: C31H50BiP2
Source: the OMol25 dataset
Level of theory: ωB97M-V with the def2-TZVPD basis set

XYZ file:
```
84
C31H50BiP2 | the OMol25 dataset | ωB97M-V with the def2-TZVPD basis set
Bi -0.70411 0.30261 0.27727
C -4.04889 1.04772 -1.25223
C -3.78858 -0.23355 -1.83322
C -4.61159 -0.56008 0.29451
C -4.55554 0.83611 0.05937
C -4.14569 -1.22696 -0.87047
C -3.83227 2.36337 -1.88865
H -3.20548 2.27675 -2.78248
H -3.35661 3.07239 -1.19149
H -4.79294 2.80840 -2.19767
C -4.95654 1.88849 1.02319
H -4.66617 2.87955 0.65708
H -4.48712 1.72965 2.00671
H -6.04714 1.88957 1.17970
C -5.07646 -1.19973 1.54726
H -6.14085 -0.98075 1.73064
H -4.51185 -0.83346 2.42084
H -4.95690 -2.28801 1.49400
C -4.06343 -2.68986 -1.05900
H -5.04524 -3.11787 -1.32052
H -3.73159 -3.18424 -0.13427
H -3.36724 -2.94916 -1.86398
C -3.25230 -0.48701 -3.18327
H -4.06229 -0.68160 -3.90846
H -2.59226 -1.36858 -3.19300
H -2.68314 0.37717 -3.55705
C 4.40585 1.67069 -1.17266
C 3.73479 2.01852 -2.29107
C 4.08507 1.54057 -3.66680
C 4.37860 0.01709 -3.79618
C 3.60247 -0.85434 -2.84934
C 4.15715 -1.33616 -1.70665
C 5.39780 -0.76475 -1.06729
C 5.61319 0.78507 -1.14888
H 4.96518 2.11652 -3.99741
H 5.46738 -0.13343 -3.68862
H 3.28868 1.78718 -4.38947
H 6.27214 1.02377 -1.99694
H 4.21720 2.17604 -0.20848
H 3.06870 2.89019 -2.30275
H 6.15963 1.07043 -0.23308
H 5.40814 -1.03057 0.00883
H 3.82601 -2.30083 -1.30881
H 6.29971 -1.24819 -1.49735
H 4.11457 -0.29530 -4.82531
H 2.65071 -1.25570 -3.22557
P 1.41392 1.42711 -0.42953
P 0.70145 -1.88893 0.63155
C 2.62078 0.20169 0.24204
C 2.36743 -1.16974 0.90285
H 3.34268 0.74266 0.87341
H 3.09697 -0.01392 -0.72168
H 3.12755 -1.88483 0.53039
H 2.55639 -1.08640 1.98707
C 0.38758 -2.96582 2.03724
H -0.53594 -3.53027 1.83686
H 0.26298 -2.37729 2.96008
H 1.22794 -3.66906 2.15139
C 0.58033 -2.87236 -0.88561
H 1.34625 -3.66608 -0.89721
H 0.67858 -2.26060 -1.79763
H -0.41632 -3.34935 -0.90269
C 1.81956 3.14260 -0.07489
H 0.93799 3.78663 -0.20294
H 2.59881 3.53152 -0.74359
H 2.18811 3.25971 0.95890
C 0.97078 1.15112 -2.20364
H 0.39243 0.22843 -2.36867
H 1.87474 1.06575 -2.82682
H 0.38589 2.01260 -2.58189
C -0.58745 1.17288 2.53307
C -1.03665 0.46637 3.76574
C -2.38443 0.56363 4.16927
C -2.80627 0.04214 5.38292
C -1.89347 -0.62979 6.21400
C -0.55425 -0.78170 5.80935
C -0.13409 -0.26406 4.58174
H -1.28821 1.97373 2.24936
H 0.43494 1.56692 2.58102
H -3.09066 1.10948 3.54335
H -3.84920 0.15540 5.69663
H -2.22536 -1.05410 7.16277
H 0.15279 -1.30443 6.46252
H 0.90468 -0.37936 4.28232
```

Calculated values
* total charge: +1
* LUMO level (spin up / spin down): -0.1295 / -0.1296 Ha
* HOMO-LUMO gap (spin up / spin down): 0.1427 / 0.1427 Eh

Atom charges from the Mulliken analysis, given in e for atoms 1 to 8: atom 1 (Bi): 0.67, atom 2 (C): 0.42, atom 3 (C): 0.47, atom 4 (C): 0.46, atom 5 (C): 0.58, atom 6 (C): 0.40, atom 7 (C): -1.59, atom 8 (H): 0.36

[2]
Formula: C31H50BrEuN4P3
Source: the OMol25 dataset
Level of theory: ωB97M-V with the def2-TZVPD basis set

XYZ file:
```
90
C31H50BrEuN4P3 | the OMol25 dataset | ωB97M-V with the def2-TZVPD basis set
C -8.60213 -0.25615 -2.55312
C -7.96688 0.86736 -1.93765
C -8.77232 2.03072 -1.86151
C -10.10296 2.02693 -2.34024
N -10.68069 0.94918 -2.87941
C -9.94244 -0.16211 -3.00021
C -6.56072 0.91460 -1.45057
C -5.36347 0.92255 -1.14355
C -3.94261 0.61407 -1.09936
C -3.41578 -0.51019 -0.44426
C -2.03999 -0.80412 -0.61740
C -1.24386 -0.14375 -1.54232
C -1.70033 1.01556 -2.17458
C -3.04321 1.42621 -1.89433
Eu -2.32644 2.56305 0.24921
P -0.92374 0.67356 2.46997
H -8.42460 2.97487 -1.45612
H -8.12073 -1.21252 -2.72391
H -10.74541 2.91818 -2.29652
H -10.47604 -0.99546 -3.47955
H -3.45524 2.33647 -2.35627
H -4.00297 -1.19618 0.17269
H -1.04828 1.54769 -2.86391
H -1.61762 -1.58245 0.00465
C 0.66005 0.82282 3.44270
C 0.52910 1.40431 4.84687
H 1.28622 1.48989 2.81943
H 1.15251 -0.16807 3.47047
H 1.51768 1.44701 5.31920
H 0.15330 2.42897 4.80388
H -0.10932 0.81700 5.52497
C -2.20510 1.70151 3.35426
C -3.41097 0.90967 3.85581
H -2.61722 2.47869 2.66037
H -1.74325 2.28923 4.15907
H -4.23057 1.60879 4.06114
H -3.75938 0.21186 3.07531
H -3.21338 0.34509 4.77986
C -1.26310 -1.09253 2.96051
C -1.07566 -1.43208 4.44004
H -0.56504 -1.70686 2.36063
H -2.29269 -1.32346 2.63697
H -1.43141 -2.44776 4.62657
H -0.01746 -1.40244 4.72942
H -1.63790 -0.77909 5.11334
Br 0.75220 -0.03641 -0.90543
P -0.70760 5.38750 0.12275
C -0.54793 4.71876 1.82426
C -0.14351 5.84928 2.81154
H 0.15942 3.86542 1.79018
H -1.52552 4.30200 2.11763
H -0.51885 5.61011 3.81159
H 0.95030 6.00234 2.85937
H -0.61811 6.79848 2.48984
C 0.57790 4.48176 -0.83236
C 1.54045 5.42706 -1.59012
H 0.11173 3.71643 -1.48585
H 1.17877 3.96610 -0.06935
H 2.45988 4.90061 -1.86928
H 1.09687 5.84402 -2.49831
H 1.82979 6.26052 -0.94669
C -2.38397 5.17320 -0.63491
C -3.17793 6.51803 -0.64209
H -3.16170 4.50239 -0.14807
H -2.18217 4.77359 -1.64535
H -4.02989 6.42199 -1.32281
H -3.59451 6.67287 0.36396
H -2.57316 7.39723 -0.91262
C 2.10556 -4.64673 -1.39238
N 0.68104 -4.49580 -1.01092
C -0.22884 -4.70745 -2.15466
N 0.13410 -3.89247 -3.37153
C 1.59631 -4.09469 -3.70766
N 2.47958 -3.85463 -2.56922
C 2.55863 -2.42672 -2.21617
P 0.81382 -2.09427 -1.74961
C 0.43370 -3.20587 -0.35199
C -0.19497 -2.47625 -3.19680
H 2.24147 -5.70188 -1.61997
H 2.75197 -4.40959 -0.53471
H -1.28323 -4.51380 -1.88202
H -0.16091 -5.77115 -2.41390
H 1.84967 -3.45777 -4.57295
H 1.71925 -5.13558 -4.02293
H 3.25575 -2.24719 -1.37800
H 2.87564 -1.78364 -3.05636
H -0.60408 -3.15014 0.02635
H 1.10975 -3.03670 0.50787
H 0.08945 -1.87907 -4.08116
H -1.27547 -2.32794 -3.03652
```

Calculated values
* total charge: +2
* LUMO level (spin up / spin down): -0.1656 / -0.3472 Ha
* spin multiplicity: 8
* HOMO-LUMO gap (spin up / spin down): 0.1808 / 0.1061 Eh

Atom charges from the Mulliken analysis, given in e for atoms 1 to 8: atom 1 (C): -0.33, atom 2 (C): 0.71, atom 3 (C): -0.51, atom 4 (C): -0.29, atom 5 (N): -0.54, atom 6 (C): -0.32, atom 7 (C): 0.09, atom 8 (C): -1.47